{"formula": "C5H12NO2", "method": "the ωB97M-V functional and the def2-TZVPD basis", "elements": ["O", "C", "C", "C", "C", "C", "N", "H", "H", "H", "H", "H", "H", "H", "H", "H", "H", "H", "H", "O"], "coordinates": [[1.139430, 1.873864, 0.803856], [0.262575, 2.403257, 1.420525], [-1.106056, 2.534016, 0.739034], [-1.403707, 1.133263, 0.194751], [-0.430588, 0.653181, -0.973426], [-0.443884, -0.670339, -1.104111], [0.482360, -1.300344, -2.085245], [0.475768, 2.766694, 2.424078], [-1.817992, 2.849246, 1.526272], [-1.064396, 3.327414, -0.086447], [-1.477410, 0.247757, 0.997667], [-2.468988, 1.053600, -0.188471], [0.467349, 1.190931, -1.462260], [-1.023825, -1.392480, -0.539307], [0.404647, -2.426691, -2.145755], [1.545918, -1.082512, -2.083167], [0.224040, -0.901246, -3.079641], [1.605362, -4.877709, 1.869852], [0.606581, -5.517452, 0.926988], [1.095118, -4.680789, 1.043179]], "forces_ev_per_angstrom": [[1.155, -0.523, -0.191], [-0.459, 0.506, -0.966], [0.278, 0.381, 0.698], [-1.294, -1.632, -0.745], [0.549, -0.714, 1.601], [0.749, 0.331, -0.194], [1.123, -1.769, -3.553], [-0.349, 0.271, 0.456], [-0.002, -0.178, -0.724], [-0.058, -1.147, 1.161], [0.777, 2.244, -1.377], [1.220, 0.555, 0.028], [-2.155, -0.204, 0.786], [0.060, 0.153, -0.207], [0.125, 3.319, 0.253], [-2.037, -0.325, 0.912], [0.353, -1.326, 2.140], [-0.533, 0.487, -1.062], [0.199, 0.544, -0.098], [0.299, -0.972, 1.079]], "orbital_gap_ev": 9.23, "total_charge": 1}